{"formula": "C3H3ClO", "method": "the ωB97M-V functional and the def2-TZVPD basis", "spin_multiplicity": 1, "e_lumo_ev": [-3.67, -3.64], "total_energy_ev": -17719.750, "homo_energy_ev": [-9.9, -9.9], "species": ["C", "C", "C", "O", "Cl", "H", "H", "H"], "positions_angstrom": [[-1.4738, 0.5017, 0.0006], [-2.4694, 1.1642, 0.0922], [-0.0614, 0.1500, -0.0762], [-4.9093, 0.8437, -0.0275], [-5.0571, -0.7098, -0.0296], [0.2944, 0.8919, -0.6682], [0.5035, 0.0484, 0.8245], [0.0064, -0.8900, -0.6210]], "atomic_forces_ev_per_a": [[1.6, -0.8, 0.7], [-4.4, 0.7, 0.0], [-1.6, -4.1, -0.5], [2.9, 1.1, 0.1], [-0.4, -1.0, 0.0], [1.9, 1.9, -1.9], [-0.1, 0.2, 0.8], [0.1, 2.0, 0.8]], "nbo_charge": [-0.170, 0.115, -0.670, -0.409, 0.419, 0.239, 0.240, 0.235]}


{"formula": "CH4OS3", "method": "the ωB97M-V functional and the def2-TZVPD basis", "spin_multiplicity": 1, "e_lumo_ev": -2.01, "total_energy_ev": -35653.512, "homo_energy_ev": -9.0, "species": ["C", "O", "S", "S", "S", "H", "H", "H", "H"], "positions_angstrom": [[-0.0953, -0.0222, 1.5551], [1.1017, -1.2123, -1.8339], [1.6318, 0.1901, -4.2135], [-1.5812, 0.9478, 0.9587], [0.6577, -1.1138, -3.2155], [-0.1592, -1.0215, 1.7260], [0.2857, 0.5633, 2.3462], [0.4649, 0.3177, 0.6880], [-2.3059, 1.3508, 1.9889]], "atomic_forces_ev_per_a": [[-0.9, 4.5, -1.5], [-0.4, -0.3, 0.0], [-0.8, -0.8, 0.3], [0.1, -0.7, -0.8], [1.2, 1.2, -0.2], [-0.5, -2.7, 0.3], [0.6, 0.2, 1.2], [0.7, -1.0, 0.0], [0.1, -0.3, 0.8]], "nbo_charge": [-0.670, -0.824, -0.240, -0.107, 1.065, 0.211, 0.216, 0.232, 0.117]}


{"formula": "C5H11NO", "method": "the ωB97M-V functional and the def2-TZVPD basis", "spin_multiplicity": 2, "e_lumo_ev": [-4.46, -7.21], "s_squared": 0.77, "charge": 1, "total_energy_ev": -8891.641, "homo_energy_ev": [-13.4, -13.4], "species": ["C", "N", "C", "C", "C", "C", "H", "H", "H", "H", "H", "H", "H", "H", "H", "H", "H", "O"], "positions_angstrom": [[-2.4278, 0.6094, 0.4420], [-1.1501, -0.0915, 0.2436], [-0.6093, -0.4113, -0.9507], [-1.1089, 0.2024, -2.0655], [1.1015, -1.8468, -1.9278], [0.2439, -1.6021, -0.9205], [-2.2514, 1.6818, 0.3365], [-2.7342, 0.4673, 1.4776], [-3.2011, 0.2770, -0.2521], [-0.7446, -0.5603, 1.0466], [-1.6713, 1.1238, -2.0420], [-0.8698, -0.2139, -3.0293], [0.8860, -1.3699, -2.8815], [1.6324, -2.7890, -1.9823], [0.1127, -2.2911, -0.0934], [4.4241, 2.0706, 4.9471], [3.8078, 2.2587, 3.5494], [4.5601, 2.4848, 4.1022]], "atomic_forces_ev_per_a": [[0.6, 0.7, 0.4], [0.0, -0.4, -0.7], [-1.1, -1.1, 2.7], [0.1, 0.6, -1.5], [-2.0, -1.0, -0.1], [1.1, 0.3, -0.9], [-0.2, 0.0, -0.2], [-0.1, -0.2, -0.2], [0.2, -0.1, 0.1], [-0.1, 0.1, 0.0], [-0.1, -0.1, 0.1], [0.0, 0.1, -0.2], [0.9, 0.5, 0.2], [0.4, 0.2, 0.2], [0.3, 0.3, 0.2], [-0.2, -0.3, 0.5], [0.0, -0.1, 0.2], [0.2, 0.3, -0.6]], "mulliken_spin": [0.013, 0.339, 0.075, 0.474, 0.024, 0.016, 0.015, 0.003, -0.005, -0.021, 0.021, 0.040, 0.003, 0.002, -0.001, 0.000, 0.000, 0.000]}